This record from OMol25 describes a structure of composition C2H3BrN2S at a distorted geometry. The level of theory is wB97M-V/def2-TZVPD.

Its maximum force is 0.1295 hartree/bohr. The calculation puts the HOMO-LUMO gap at 8.41 eV. The LUMO energy is -0.23 eV. Its energy above the lowest of the compared OMol25 structures with the same formula, charge and spin is 3.350 eV. As for the HOMO energy: -8.64 eV.

XYZ file:
```
9
Properties=species:S:1:pos:R:3:nbo_charge:R:1
C 0.600 1.391 -0.188 -0.06
C 0.273 -1.203 0.078 -0.38
N -0.505 1.261 0.411 -0.25
N -0.925 0.113 0.698 -0.26
S 1.455 -0.115 -0.734 0.17
Br -2.487 -0.447 -0.199 0.14
H 1.240 2.232 -0.481 0.23
H 0.639 -1.540 0.979 0.21
H -0.290 -1.691 -0.564 0.20
```

This record from OMol25 describes a cluster of 14 separate species, C4H37N2O14 in total at a distorted geometry. The level of theory is wB97M-V/def2-TZVPD.

Its maximum force is 0.2652 hartree/bohr. The calculation puts the HOMO-LUMO gap at 8.74 eV. The LUMO energy is 2.41 eV. Its energy above the lowest of the compared OMol25 structures with the same formula, charge and spin is 4.975 eV. As for the HOMO energy: -6.32 eV. Its charge is -1.

XYZ file:
```
57
Properties=species:S:1:pos:R:3:nbo_charge:R:1
C 1.489 0.407 2.039 -0.21
C 0.987 1.992 2.182 -0.46
C -0.508 2.174 2.712 -0.23
N -1.382 1.361 1.853 -0.84
N 2.139 0.227 0.798 -0.70
C 1.275 -0.036 -0.349 0.12
O 0.747 -1.303 -0.531 -0.96
H 2.164 0.104 2.869 0.21
H 0.652 -0.290 2.239 0.16
H 1.165 2.575 1.263 0.23
H 1.708 2.488 2.789 0.20
H -0.612 1.916 3.775 0.19
H -0.978 3.133 2.605 0.18
H -0.892 1.620 0.904 0.36
H -1.291 0.396 1.972 0.36
H 2.696 -0.601 0.883 0.38
H 0.284 0.677 -0.171 0.13
H 1.829 0.359 -1.303 0.12
H -2.401 -4.000 1.609 0.45
H -0.952 -3.521 1.275 0.48
O -1.706 -4.145 1.131 -0.98
H 0.390 -2.279 0.503 0.51
H 0.751 -3.757 0.919 0.44
O 0.520 -3.051 1.254 -0.97
H -3.708 -2.442 -1.964 0.48
H -2.892 -1.107 -2.422 0.51
O -3.766 -1.630 -2.459 -0.98
H 0.787 -0.071 -4.414 0.48
H 1.739 1.147 -4.105 0.50
O 0.805 0.910 -4.250 -0.99
H -0.692 3.039 -2.584 0.49
H 0.240 1.744 -2.301 0.52
O -0.233 2.529 -1.927 -1.00
H 3.786 -0.041 -3.394 0.46
H 2.669 -0.387 -2.329 0.51
O 2.984 0.161 -3.175 -0.97
H -4.276 -1.053 -0.681 0.49
H -3.012 -1.191 0.301 0.49
O -3.879 -0.739 0.163 -1.01
H 1.364 -2.347 -1.690 0.51
H 2.425 -3.446 -1.690 0.45
O 2.076 -2.718 -2.249 -0.99
H -3.145 2.336 2.336 0.49
H -4.059 1.025 2.328 0.48
O -4.009 1.930 2.643 -0.99
H 3.707 -2.818 1.047 0.45
H 2.241 -2.637 1.246 0.49
O 3.127 -2.595 1.703 -0.96
H -1.649 3.636 -0.583 0.48
H -1.569 4.426 0.498 0.45
O -2.121 4.459 -0.261 -0.93
H 2.839 2.401 -0.017 0.48
H 1.859 2.661 -1.169 0.48
O 2.562 3.059 -0.655 -0.96
H -0.759 -1.796 -0.578 0.50
H -1.802 -2.768 0.017 0.46
O -1.713 -2.123 -0.602 -1.02
```